# 1
Here is a structure of composition C23H31BiF6O3 from the Open Molecules 2025 dataset. Energies are from ωB97M-V/def2-TZVPD.

Geometry as XYZ:
```
64
Properties=species:S:1:pos:R:3
H -1.4172 -0.7345 -4.8326
C 0.6548 1.8870 2.4081
H 0.1325 -4.7419 2.7397
H 1.7976 -1.6875 -2.8865
C -2.8124 -0.3343 1.2805
C -1.9268 3.6883 -0.4589
H -2.0332 1.1082 -1.6401
C 0.2612 -4.1257 3.6441
H -3.1874 2.2698 -2.4356
H -3.9661 1.5763 1.2999
O 1.2644 -2.3468 2.3284
C 2.0106 0.3645 1.3012
O 0.1188 -0.6632 -3.4687
H 0.8348 3.4767 0.8723
H -0.2101 0.5519 -5.1037
C 1.4179 -3.1589 3.4368
F 2.7241 -4.6428 2.0726
H 1.3718 4.2120 -2.5764
C -2.4221 1.2658 2.8775
C -0.8450 4.2717 -2.8782
C -0.3382 -0.5065 -4.8378
C 1.8871 1.5728 0.5084
H 1.1369 -0.0683 3.3407
C 0.5149 3.5534 -2.7536
C -1.3516 3.2146 -1.7885
H 0.2893 -2.5986 -2.8451
O 0.0612 2.8587 -1.5812
F 1.8816 -3.1119 5.8256
H -2.4617 2.2168 3.3945
F 0.4709 -1.6133 5.0552
C -3.1980 0.9385 1.7268
F 3.2065 -4.7136 4.1981
C -1.7556 -0.8098 2.1494
H -3.0030 3.9284 -0.5037
H -1.4580 -1.8582 2.2375
H 0.8476 -3.4839 -5.0152
C 0.8809 -1.8952 -3.4502
H -0.3735 -2.0373 -6.3609
C 0.3848 -1.4815 -5.8009
H -0.8299 5.2935 -2.4561
F 2.5730 -1.3548 4.6548
H -1.1023 0.0169 4.1288
H 2.8703 -0.3058 1.2928
C -2.1228 1.9943 -2.3225
Bi 0.3088 -1.2940 0.7746
H -0.6694 -3.5637 3.8392
C 1.1685 0.5732 2.4717
H 1.0531 -0.9808 -6.5157
C 1.1708 -2.4404 -4.8632
C 2.8064 -3.8794 3.1968
H -3.2732 -0.9161 0.4766
C 1.0767 2.4741 1.1980
H 0.4669 -4.7703 4.5107
H -1.3902 4.5917 -0.1445
H -1.7903 2.8855 0.2883
F 3.7912 -2.9639 2.9892
C -1.6197 0.1712 3.1942
H -1.2513 4.2507 -3.8905
C 1.6123 -2.3076 4.7528
H 2.4185 1.7550 -0.4228
H 2.2455 -2.3606 -5.0644
H 0.0765 2.4042 3.1692
H -1.7099 1.6564 -3.2897
H 0.7301 2.7289 -3.4477
```

## Properties
- electronic energy (hartree) = -1934.3462
- HOMO energy (eV) = -7.23
- F_max (eV Å⁻¹) = 2.24
- gap between HOMO and LUMO (eV) = 6.5

Here are the Mulliken charges for atoms 1 to 5, given in e: 0.300 -1.065 0.393 0.272 -1.198

# 2
Here is a structure of composition C23H31F6O3Ti from the Open Molecules 2025 dataset. Energies are from ωB97M-V/def2-TZVPD.

Geometry as XYZ:
```
64
Properties=species:S:1:pos:R:3
F 3.3076 -4.7034 -0.2705
C 0.9331 -0.1089 -3.4580
H 2.2947 -0.2033 1.6610
C 2.4724 0.4149 -0.4838
C -1.0997 2.4628 -2.7973
C -1.9602 0.3128 -3.9495
H 0.2776 2.9516 -0.5554
C 0.4939 -1.2192 -8.2404
C -2.0566 -1.1610 -0.9220
H -1.6076 3.1114 -3.5208
O 0.3044 -1.4954 -5.7861
H 0.5341 0.3510 -6.8709
H 0.3758 0.8952 -5.3365
H -0.0142 -4.2453 -0.6560
H -2.9117 0.8636 -1.3953
C 1.9149 0.3732 0.8320
C -0.7857 1.1166 -3.4028
H -1.6800 -0.7339 -4.1438
F 0.9193 -2.4463 2.5689
H -0.1790 -4.1881 1.1144
C 0.0008 -0.6177 -6.9248
H 1.9581 -0.1108 -3.0589
H -1.7495 2.3890 -1.9244
H 1.1095 -5.2352 0.3687
F 2.2991 -4.1562 2.4377
H -2.3416 -1.7636 -1.7825
C 0.5032 1.1183 -4.2746
C -1.5396 -1.6632 0.3060
H 0.6686 -1.0857 -3.8726
C 1.4468 -2.3543 -7.7704
C 1.2786 -2.4527 -6.2355
O 0.9967 -1.9002 -0.0831
C 1.9538 -2.9800 1.8507
H -2.7766 0.3187 -3.2257
F 2.3185 -3.5259 -1.8420
H 2.2220 1.9136 -2.1239
H 1.0173 -3.4893 -5.9536
H 2.2231 -2.1969 -5.7365
C -1.8121 0.6245 0.5211
C 1.5024 -3.1486 0.3592
O -0.1375 0.2030 -2.4225
Ti 0.1965 -0.3441 -0.5183
H -0.3905 -1.5750 -8.7816
H -1.9078 1.6233 0.9435
H 1.0037 -0.4513 -8.8410
H 1.2148 -3.2832 -8.3007
C -2.2774 0.2444 -0.7586
H 2.4962 -2.0874 -7.9437
C 0.8672 2.0626 -0.3351
C 1.8641 1.5002 -1.1784
H -1.4546 -2.7067 0.5627
C 0.9059 1.3788 0.9220
C 0.5391 -4.2973 0.2908
H 1.1557 2.0112 -4.1620
C 2.7426 -3.4926 -0.5392
H -0.1727 2.9889 -2.5478
H 3.3028 -0.1808 -0.8379
H -1.0713 -0.6361 2.2404
C -1.3534 -0.5555 1.1967
F 3.0025 -2.1288 1.9946
H -1.0756 -0.3938 -6.9152
F 3.7080 -2.5438 -0.4790
H 0.3545 1.6428 1.8160
H -2.3839 0.7598 -4.8584
```

## Properties
- electronic energy (hartree) = -2569.1639
- HOMO energy (eV) = -11.51
- F_max (eV Å⁻¹) = 2.73
- total charge = +1
- gap between HOMO and LUMO (eV) = 8.3

Here are the Mulliken charges for atoms 1 to 5, given in e: -0.260 -0.384 0.891 -1.048 -1.689